No. 1
Here is 4 unconnected molecules or ions with the total composition C12H19BI2O9 at a distorted geometry from the Open Molecules 2025 dataset. Energies are from ωB97M-V/def2-TZVPD.

Cartesian coordinates (Å):
1 B -0.88 -0.50 4.95
2 C -2.32 0.02 5.63
3 I -2.49 2.18 5.36
4 C -3.54 -0.86 4.99
5 C -5.04 -0.23 5.18
6 I -3.56 -2.79 6.12
7 H -0.36 0.14 4.09
8 H -0.45 -1.55 5.33
9 H -2.25 -0.26 6.79
10 H -3.32 -1.18 3.86
11 H -5.75 -1.07 5.65
12 H -5.11 0.68 5.91
13 H -5.51 -0.02 4.11
14 O 0.36 -1.77 2.48
15 C -0.18 -1.08 1.63
16 O -1.45 -1.30 1.16
17 C -1.79 -0.17 0.37
18 C -0.46 0.38 -0.03
19 O 0.39 0.01 1.03
20 H -2.40 -0.47 -0.48
21 H -2.36 0.53 0.99
22 H -0.09 -0.07 -0.96
23 H -0.48 1.47 -0.15
24 O 1.60 0.32 -2.55
25 C 2.39 0.87 -1.80
26 O 2.04 1.67 -0.75
27 C 3.21 1.92 -0.01
28 C 4.30 1.72 -1.02
29 O 3.75 0.78 -1.91
30 H 3.20 2.94 0.40
31 H 3.27 1.21 0.82
32 H 4.53 2.64 -1.57
33 H 5.22 1.34 -0.56
34 O 2.93 -0.65 -8.82
35 C 2.31 -0.69 -7.78
36 O 2.88 -0.66 -6.54
37 C 1.83 -0.51 -5.60
38 C 0.64 -1.04 -6.34
39 O 0.95 -0.78 -7.69
40 H 2.03 -1.07 -4.69
41 H 1.73 0.55 -5.36
42 H 0.51 -2.12 -6.20
43 H -0.29 -0.53 -6.05

Summary:
Charge: 0
HOMO-LUMO gap, Ha: 0.33852
Lowest unoccupied orbital energy, eV: -0.091
2S+1: 1
SMILES: B[C@@H](I)[C@H](C)I.O=C1OCCO1.O=C1OCCO1.O=C1OCCO1

=====

No. 2
Here is 2 unconnected molecules or ions with the total composition C12H19BNO5 at a distorted geometry from the Open Molecules 2025 dataset. Energies are from ωB97M-V/def2-TZVPD.

Cartesian coordinates (Å):
1 O -1.21 -2.16 -0.91
2 B -1.38 -0.96 -0.07
3 O -2.53 -0.06 -0.42
4 C -0.42 -0.48 1.17
5 N 0.46 -1.56 1.76
6 C 1.50 -2.13 0.82
7 O 2.21 -1.13 0.00
8 C 2.30 -1.79 -1.34
9 C 3.18 -3.19 -1.57
10 C 3.21 -3.90 -3.07
11 C 2.32 -3.16 -4.27
12 C 1.48 -1.77 -4.06
13 C 1.46 -1.07 -2.56
14 H -2.13 -2.34 -1.32
15 H -2.54 0.65 0.29
16 H 0.15 0.50 0.86
17 H -1.16 -0.14 2.05
18 H -0.11 -2.36 2.15
19 H 1.00 -1.11 2.56
20 H 2.31 -2.67 1.51
21 H 1.01 -3.00 0.18
22 H 3.77 -3.62 -0.63
23 H 3.80 -4.90 -3.23
24 H 2.31 -3.66 -5.33
25 H 0.83 -1.23 -4.91
26 H 0.88 -0.08 -2.33
27 O -3.38 2.60 3.59
28 C -2.63 3.11 2.77
29 O -1.81 2.42 1.93
30 C -1.00 3.34 1.20
31 C -1.75 4.64 1.24
32 C -2.44 4.59 2.58
33 H -0.02 3.40 1.68
34 H -0.87 2.97 0.17
35 H -1.10 5.51 1.12
36 H -2.50 4.67 0.44
37 H -1.81 4.97 3.38
38 H -3.40 5.11 2.56

Summary:
Charge: +1
HOMO-LUMO gap, Ha: 0.29711
Lowest unoccupied orbital energy, eV: -3.336
2S+1: 1

=====

No. 3
Here is a molecular structure, C12H19BaF9O7 at a distorted geometry from the Open Molecules 2025 dataset. Energies are from ωB97M-V/def2-TZVPD.

Cartesian coordinates (Å):
1 Ba 0.88 -0.95 0.53
2 O 3.44 -2.58 2.30
3 H 4.25 -2.05 2.20
4 C -0.65 3.49 2.08
5 O -1.40 2.40 2.57
6 O 0.49 2.90 1.51
7 C -1.50 4.49 1.22
8 F -0.81 5.57 0.73
9 F -2.10 3.81 0.22
10 F -2.57 4.95 1.97
11 C -2.64 2.45 3.29
12 C -2.77 1.25 4.25
13 H -3.78 1.24 4.66
14 H -2.51 0.33 3.74
15 H -2.03 1.33 5.04
16 H -3.46 2.49 2.57
17 H -2.77 3.36 3.87
18 H -0.39 4.06 2.97
19 C -2.76 -3.91 0.34
20 O -3.12 -2.52 0.26
21 O -1.36 -3.97 0.44
22 C -3.83 -4.33 1.48
23 F -5.12 -4.10 1.04
24 F -3.72 -5.65 1.72
25 F -3.70 -3.70 2.66
26 C -3.92 -2.06 -0.81
27 C -4.29 -0.69 -0.42
28 H -3.52 0.08 -0.36
29 H -5.20 -0.31 -0.90
30 H -4.60 -0.74 0.63
31 H -4.88 -2.58 -0.85
32 H -3.48 -2.12 -1.81
33 H -3.08 -4.44 -0.55
34 C 4.51 -1.25 -3.15
35 O 4.47 0.05 -2.53
36 O 3.45 -1.98 -2.56
37 C 4.72 -1.15 -4.76
38 F 5.71 -1.97 -5.19
39 F 3.55 -1.30 -5.45
40 F 5.19 0.04 -5.17
41 C 5.66 0.75 -2.29
42 C 5.50 2.25 -2.62
43 H 4.59 2.66 -2.17
44 H 6.43 2.71 -2.29
45 H 5.33 2.29 -3.70
46 H 6.57 0.35 -2.73
47 H 5.79 0.71 -1.21
48 H 5.45 -1.68 -2.80

Summary:
Charge: -2
HOMO-LUMO gap, Ha: 0.23499
Lowest unoccupied orbital energy, eV: 3.883
2S+1: 1

=====

No. 4
Here is a molecular structure, C12H19CoN2O13P2S3 from the Open Molecules 2025 dataset. Energies are from ωB97M-V/def2-TZVPD.

Cartesian coordinates (Å):
1 Co 0.00 0.17 -0.06
2 C -2.25 -2.88 1.35
3 C -1.19 -2.43 2.35
4 O -1.35 -3.09 3.59
5 P -1.36 -0.61 2.62
6 O -2.67 -0.51 3.54
7 O -0.23 -0.12 3.63
8 O -1.51 0.29 1.43
9 P 0.57 -2.64 1.76
10 O 0.59 -3.72 0.61
11 O 1.34 -3.08 2.95
12 O 0.90 -1.24 1.21
13 H -3.25 -2.67 1.75
14 H -2.14 -3.95 1.19
15 H -2.14 -2.36 0.40
16 H -0.44 -3.23 3.92
17 H -2.97 0.41 3.56
18 H 0.62 -0.04 3.16
19 H 0.48 -3.37 -0.31
20 O -0.15 1.54 -1.80
21 S 1.01 0.91 -2.44
22 O 2.00 1.85 -2.91
23 O 1.56 -0.13 -1.55
24 C 0.44 0.03 -3.89
25 C 0.80 0.56 -5.12
26 C 0.44 -0.09 -6.29
27 C -0.28 -1.27 -6.23
28 C -0.66 -1.79 -5.01
29 C -0.29 -1.16 -3.82
30 S -0.80 -2.03 -2.33
31 O -1.95 -2.81 -2.72
32 O 0.36 -2.82 -1.95
33 O -1.16 -1.00 -1.33
34 H 1.37 1.48 -5.13
35 H 0.73 0.33 -7.25
36 H -0.56 -1.78 -7.14
37 H -1.25 -2.70 -4.94
38 S 1.38 1.87 1.19
39 C 2.91 1.29 0.67
40 N 3.71 2.09 -0.05
41 C 4.87 1.60 -0.80
42 C 4.77 0.09 -0.98
43 C 4.51 -0.54 0.38
44 N 3.34 0.07 1.00
45 H 3.23 2.90 -0.41
46 H 5.79 1.86 -0.26
47 H 4.88 2.09 -1.77
48 H 5.67 -0.31 -1.43
49 H 3.92 -0.12 -1.63
50 H 5.38 -0.40 1.03
51 H 4.32 -1.61 0.28
52 H 2.58 -0.54 1.31

Summary:
Charge: -1
HOMO-LUMO gap (alpha / beta), Ha: 0.32262 / 0.32340
Energy relative to the best compared isomer or geometry (same formula, charge and spin), eV: 0.000
Lowest unoccupied orbital energy (alpha / beta), eV: 2.572 / 2.570
2S+1: 4

=====

No. 5
Here is a molecular structure, C12H19EuN at a distorted geometry from the Open Molecules 2025 dataset. Energies are from ωB97M-V/def2-TZVPD.

Cartesian coordinates (Å):
1 C 0.92 -1.29 -1.82
2 C -0.50 -1.22 -2.09
3 C -1.19 -1.92 -1.03
4 C -0.20 -2.43 -0.11
5 C 1.11 -2.03 -0.60
6 Eu -0.14 -0.01 0.05
7 C -1.58 1.68 -0.93
8 C -0.44 2.05 -1.49
9 C 0.52 2.57 -2.23
10 N 1.43 1.07 0.34
11 H -2.26 -2.02 -0.92
12 H -0.96 -0.70 -2.91
13 H -0.39 -2.96 0.81
14 H 2.05 -2.21 -0.11
15 H 1.69 -0.82 -2.41
16 H -2.25 0.94 -1.42
17 H 2.28 1.61 0.34
18 H -1.92 2.09 0.04
19 H 0.28 3.37 -2.94
20 H 1.57 2.24 -2.16
21 C 1.28 -0.32 4.62
22 C -0.10 -0.63 4.02
23 C -1.20 0.20 4.70
24 C -0.08 -0.37 2.60
25 H 1.53 0.74 4.48
26 H 2.05 -0.94 4.14
27 H 1.28 -0.54 5.70
28 H -0.33 -1.69 4.20
29 H -1.02 1.27 4.57
30 H -2.17 -0.06 4.26
31 H -1.23 -0.03 5.77
32 H 0.09 -1.38 2.09
33 H -0.08 0.72 2.40

Summary:
Charge: -1
HOMO-LUMO gap (alpha / beta), Ha: 0.16749 / 0.17223
Lowest unoccupied orbital energy (alpha / beta), eV: 2.961 / 2.938
2S+1: 7

=====

No. 6
Here is a molecular structure, C12H19LuO7P at a distorted geometry from the Open Molecules 2025 dataset. Energies are from ωB97M-V/def2-TZVPD.

Cartesian coordinates (Å):
1 Lu 0.00 0.00 0.00
2 C 0.02 0.43 1.82
3 O 0.04 0.70 2.94
4 C 0.00 1.87 -0.34
5 O -0.01 3.01 -0.51
6 C -1.90 0.00 0.00
7 O -3.06 0.00 0.03
8 C 1.90 -0.01 -0.05
9 O 3.06 0.00 -0.05
10 C -0.01 -1.65 -4.87
11 H 0.91 -2.22 -4.90
12 H -0.93 -2.22 -4.88
13 C -0.01 -0.30 -5.19
14 H -0.93 0.20 -5.46
15 H 0.91 0.20 -5.48
16 C -2.70 1.33 4.08
17 C -2.79 0.64 2.71
18 O -2.58 -0.80 2.67
19 P -1.03 -1.50 2.17
20 O -1.50 -2.45 3.53
21 C -1.10 -1.83 4.75
22 C 0.40 -1.94 5.04
23 O 0.47 -2.18 1.67
24 C 0.63 -3.53 2.03
25 C 2.12 -3.74 2.23
26 H -3.40 0.87 4.80
27 H -2.99 2.40 3.94
28 H -1.68 1.35 4.49
29 H -3.83 0.81 2.36
30 H -2.20 1.25 2.02
31 H -1.40 -0.78 4.80
32 H -1.64 -2.32 5.58
33 H 0.99 -1.42 4.26
34 H 0.62 -1.45 6.01
35 H 0.71 -3.00 5.10
36 H 0.18 -3.82 3.00
37 H 0.25 -4.21 1.24
38 H 2.49 -3.02 3.00
39 H 2.34 -4.77 2.57
40 H 2.66 -3.54 1.28

Summary:
Charge: +3
HOMO-LUMO gap (alpha / beta), Ha: 0.12632 / 0.23596
Energy relative to the best compared isomer or geometry (same formula, charge and spin), eV: 9.063
Lowest unoccupied orbital energy (alpha / beta), eV: -15.216 / -12.791
2S+1: 1

=====

No. 7
Here is a molecular structure, C12H19N11Pd from the Open Molecules 2025 dataset. Energies are from ωB97M-V/def2-TZVPD.

Cartesian coordinates (Å):
1 Pd 0.11 -0.04 0.07
2 N 2.52 -2.00 0.19
3 C 3.05 -0.77 0.19
4 N 4.37 -0.65 0.34
5 C 4.81 0.61 0.30
6 N 6.13 0.80 0.53
7 N 4.07 1.70 0.09
8 C 2.77 1.45 -0.07
9 N 2.19 0.26 0.00
10 C 1.90 2.64 -0.34
11 C 2.19 3.86 0.26
12 C 1.34 4.92 0.03
13 C 0.25 4.73 -0.82
14 C 0.07 3.48 -1.39
15 N 0.87 2.45 -1.15
16 H 3.10 -2.77 0.45
17 H 1.50 -2.06 0.19
18 H 6.74 0.00 0.52
19 H 6.51 1.71 0.33
20 H 3.06 3.95 0.90
21 H 1.51 5.88 0.49
22 H -0.44 5.53 -1.03
23 H -0.75 3.30 -2.07
24 C -4.85 -2.32 0.10
25 N -3.98 -1.36 0.75
26 C -4.60 -0.08 1.01
27 C -2.63 -1.35 0.42
28 N -1.91 -0.31 0.25
29 N -2.05 -2.63 0.40
30 C -1.23 -3.04 -0.64
31 N -0.20 -3.90 -0.24
32 N -1.46 -2.64 -1.82
33 H -5.68 -2.57 0.76
34 H -4.30 -3.22 -0.14
35 H -5.26 -1.91 -0.84
36 H -5.58 -0.25 1.46
37 H -4.75 0.51 0.09
38 H -3.99 0.50 1.70
39 H -2.47 0.53 0.18
40 H -2.00 -3.10 1.29
41 H -0.29 -4.32 0.68
42 H 0.09 -4.56 -0.94
43 H -0.76 -2.98 -2.47

Summary:
Charge: 0
HOMO-LUMO gap, Ha: 0.22799
Energy relative to the best compared isomer or geometry (same formula, charge and spin), eV: 0.032
Lowest unoccupied orbital energy, eV: 0.698
2S+1: 1

=====

No. 8
Here is 2 unconnected molecules or ions with the total composition C12H19N2O3 at a distorted geometry from the Open Molecules 2025 dataset. Energies are from ωB97M-V/def2-TZVPD.

Cartesian coordinates (Å):
1 C 3.68 -0.91 0.06
2 C 2.68 -0.53 0.67
3 N 1.53 -0.19 1.52
4 N 1.79 0.77 2.38
5 C 0.77 1.11 3.24
6 C -0.56 0.39 3.16
7 C -0.83 -0.67 2.13
8 C -2.19 -1.47 1.97
9 O -3.31 -0.61 1.72
10 C -4.27 -1.35 0.91
11 C -4.08 -1.03 -0.66
12 C -3.88 0.52 -0.97
13 C 0.39 -0.95 1.24
14 O 0.38 -1.91 0.22
15 H 4.65 -1.43 -0.20
16 H 0.92 1.91 4.04
17 H -1.36 0.68 3.91
18 H -2.35 -2.03 2.96
19 H -2.04 -2.28 1.18
20 H -4.20 -2.48 1.09
21 H -5.30 -1.02 1.26
22 H -5.06 -1.37 -1.15
23 H -3.25 -1.69 -1.07
24 H -3.12 0.64 -1.80
25 H -4.88 0.92 -1.35
26 H -3.59 1.15 -0.07
27 H 0.04 -1.41 -0.57
28 C 4.84 1.17 -3.17
29 C 4.01 2.34 -2.67
30 O 2.62 2.08 -2.88
31 H 4.66 1.00 -4.23
32 H 5.90 1.36 -3.02
33 H 4.57 0.25 -2.64
34 H 4.26 3.25 -3.21
35 H 4.18 2.51 -1.60
36 H 2.40 1.28 -2.39

Summary:
Charge: +1
HOMO-LUMO gap, Ha: 0.26072
Energy relative to the best compared isomer or geometry (same formula, charge and spin), eV: 7.356
Lowest unoccupied orbital energy, eV: -5.431
2S+1: 1

=====

No. 9
Here is a single C12H19N3O3S molecule from the Open Molecules 2025 dataset. Energies are from ωB97M-V/def2-TZVPD.

Cartesian coordinates (Å):
1 C 0.98 2.74 2.94
2 C 1.14 1.49 3.80
3 C 2.12 0.49 3.17
4 O 1.79 0.12 1.85
5 C 0.70 -0.76 1.73
6 C 0.33 -0.90 0.26
7 C 1.52 -1.16 -0.67
8 C 1.08 -0.48 -1.97
9 C 0.33 -1.45 -2.92
10 C -0.93 -0.85 -3.55
11 C -1.97 -0.68 -2.50
12 N -2.23 -1.56 -1.58
13 C -3.16 -1.01 -0.75
14 S -3.80 -1.65 0.61
15 N -3.46 0.25 -1.23
16 N -2.74 0.43 -2.40
17 C 0.15 0.60 -1.43
18 O -0.22 1.58 -2.03
19 O -0.24 0.33 -0.20
20 H 1.94 3.25 2.84
21 H 0.64 2.46 1.94
22 H 0.26 3.42 3.38
23 H 1.52 1.76 4.79
24 H 0.16 1.02 3.94
25 H 2.20 -0.40 3.80
26 H 3.10 0.96 3.09
27 H -0.18 -0.38 2.27
28 H 0.96 -1.75 2.14
29 H -0.45 -1.67 0.16
30 H 2.40 -0.67 -0.26
31 H 1.72 -2.22 -0.79
32 H 1.90 -0.01 -2.50
33 H 1.01 -1.77 -3.71
34 H 0.02 -2.33 -2.36
35 H -1.31 -1.55 -4.31
36 H -0.72 0.11 -4.03
37 H -4.16 0.88 -0.90
38 H -2.43 1.36 -2.65

Summary:
Charge: 0
HOMO-LUMO gap, Ha: 0.31041
Energy relative to the best compared isomer or geometry (same formula, charge and spin), eV: 0.731
Lowest unoccupied orbital energy, eV: 0.567
2S+1: 1
SMILES: CCCOC[C@@H]1C[C@@H](CCc2nc(=S)[nH][nH]2)C(=O)O1

=====

No. 10
Here is a single C12H19N3O3S molecule at a distorted geometry from the Open Molecules 2025 dataset. Energies are from ωB97M-V/def2-TZVPD.

Cartesian coordinates (Å):
1 C -5.15 -0.71 -0.79
2 C -4.58 0.63 -0.32
3 C -3.11 0.82 -0.68
4 C -2.18 -0.14 0.05
5 C -0.71 0.17 -0.25
6 C -0.30 1.46 0.42
7 O -0.50 1.76 1.56
8 O 0.36 2.26 -0.43
9 C 0.25 -0.96 0.20
10 C 0.04 -1.36 1.66
11 C 1.70 -0.52 -0.02
12 C 2.64 -1.68 -0.10
13 O 2.34 -2.85 -0.14
14 N 4.00 -1.35 -0.16
15 C 4.60 -0.14 -0.15
16 N 4.03 1.02 -0.09
17 N 4.88 2.03 -0.10
18 C 6.11 1.69 -0.15
19 S 6.37 -0.03 -0.21
20 H -6.21 -0.76 -0.59
21 H -5.00 -0.83 -1.86
22 H -4.66 -1.54 -0.28
23 H -5.16 1.43 -0.77
24 H -4.70 0.71 0.76
25 H -2.82 1.85 -0.43
26 H -2.99 0.70 -1.76
27 H -2.35 -0.05 1.12
28 H -2.39 -1.17 -0.25
29 H -0.58 0.31 -1.33
30 H 0.68 3.06 0.02
31 H 0.05 -1.83 -0.43
32 H -0.93 -1.83 1.80
33 H 0.10 -0.49 2.31
34 H 0.81 -2.08 1.95
35 H 1.80 0.05 -0.94
36 H 2.02 0.14 0.79
37 H 4.61 -2.16 -0.22
38 H 6.92 2.39 -0.16

Summary:
Charge: 0
HOMO-LUMO gap, Ha: 0.36424
Energy relative to the best compared isomer or geometry (same formula, charge and spin), eV: 0.000
Lowest unoccupied orbital energy, eV: 0.417
2S+1: 1
SMILES: CCCC[C@@H](C(=O)O)[C@H](C)CC(=O)Nc1nncs1

=====

No. 11
Here is a molecular structure, C12H19N4O8PPtTe at a distorted geometry from the Open Molecules 2025 dataset. Energies are from ωB97M-V/def2-TZVPD.

Cartesian coordinates (Å):
1 Pt -0.03 -0.19 -0.05
2 O 2.16 -0.39 0.72
3 C 1.97 -1.52 1.60
4 C 0.95 -1.06 2.61
5 N -0.32 -0.68 1.93
6 C -0.96 0.53 2.58
7 C -0.90 1.79 1.72
8 O -1.38 2.81 2.12
9 O -0.23 1.66 0.59
10 C -1.34 -1.75 1.80
11 C -2.41 -1.22 0.86
12 O -3.56 -1.54 0.92
13 O -1.97 -0.32 -0.04
14 H 2.70 -0.66 -0.04
15 H 2.90 -1.77 2.10
16 H 1.62 -2.37 1.02
17 H 1.34 -0.17 3.10
18 H 0.76 -1.83 3.36
19 H -0.44 0.76 3.51
20 H -1.99 0.31 2.84
21 H -1.76 -2.03 2.77
22 H -0.88 -2.62 1.33
23 N 0.22 -2.06 -0.69
24 C -0.19 -2.49 -1.73
25 N -0.66 -3.10 -2.69
26 C -0.21 -3.03 -3.95
27 N 0.10 -3.04 -5.06
28 C -1.14 4.12 -1.25
29 C -1.48 2.92 -2.10
30 O -0.38 2.57 -2.97
31 P 0.74 1.49 -2.67
32 O 0.10 0.24 -1.94
33 Te 1.86 0.88 -4.59
34 O 1.67 2.05 -1.50
35 C 2.34 3.32 -1.64
36 C 2.78 3.76 -0.26
37 H -2.01 4.41 -0.66
38 H -0.87 4.97 -1.89
39 H -0.33 3.91 -0.56
40 H -2.31 3.13 -2.77
41 H -1.75 2.05 -1.49
42 H 1.66 4.04 -2.09
43 H 3.19 3.17 -2.31
44 H 1.92 3.85 0.40
45 H 3.28 4.73 -0.33
46 H 3.48 3.04 0.17

Summary:
Charge: 0
HOMO-LUMO gap, Ha: 0.18821
Energy relative to the best compared isomer or geometry (same formula, charge and spin), eV: 1.601
Lowest unoccupied orbital energy, eV: -2.187
2S+1: 1

=====

No. 12
Here is 2 unconnected molecules or ions with the total composition C12H19N5O2 at a distorted geometry from the Open Molecules 2025 dataset. Energies are from ωB97M-V/def2-TZVPD.

Cartesian coordinates (Å):
1 C 0.32 1.98 -3.81
2 N 1.09 0.77 -4.10
3 C 1.32 -0.27 -3.28
4 O 1.95 -1.22 -3.71
5 C 0.74 -0.28 -1.84
6 C 1.22 -1.45 -0.96
7 N -0.72 -0.18 -1.77
8 C -1.67 -0.85 -2.44
9 C -1.32 -1.90 -3.48
10 O -2.84 -0.60 -2.23
11 H 0.64 2.42 -2.86
12 H 0.49 2.72 -4.60
13 H -0.74 1.76 -3.77
14 H 1.48 0.67 -5.02
15 H 1.13 0.63 -1.37
16 H 0.92 -2.40 -1.39
17 H 2.30 -1.43 -0.89
18 H 0.79 -1.36 0.04
19 H -1.10 0.47 -1.10
20 H -2.22 -2.47 -3.72
21 H -0.95 -1.42 -4.38
22 H -0.56 -2.58 -3.09
23 H -1.81 -1.33 5.41
24 N -1.00 -1.59 4.85
25 C -0.49 -0.59 4.22
26 N -1.12 0.60 4.44
27 C -0.65 1.66 3.84
28 C -1.33 2.97 4.09
29 N 0.44 1.66 2.99
30 C 1.08 0.54 2.77
31 C 0.66 -0.70 3.37
32 C 1.32 -1.89 3.13
33 H -0.67 3.61 4.68
34 H -1.55 3.46 3.14
35 H -2.26 2.82 4.64
36 H 1.93 0.55 2.10
37 H 2.19 -1.95 2.48
38 H 0.98 -2.82 3.59

Summary:
Charge: 0
HOMO-LUMO gap, Ha: 0.28293
Energy relative to the best compared isomer or geometry (same formula, charge and spin), eV: 0.757
Lowest unoccupied orbital energy, eV: -1.395
2S+1: 1
SMILES: CNC(=O)[C@H](C)NC(C)=O.[H]/N=C1\N=C(C)N=CC1=C